Entry from OMol25: 3 unconnected molecules or ions with the total composition C16H28F6NO6 in a non-equilibrium geometry (ωB97M-V/def2-TZVPD).

Results
- HOMO level: -1.491 eV
- Frontier orbital gap: 3.7797 eV
- Net charge: -1

The geometry in XYZ format:
```
57
Properties=species:S:1:pos:R:3:nbo_charge:R:1
C -6.0234 -3.2710 0.2884 -0.6077
C -5.2936 -1.9097 0.2022 -0.4358
C -4.8953 -1.4690 -1.2300 -0.0653
O -4.5198 -2.5080 -2.0843 -0.5627
C -3.3327 -3.1579 -1.6357 0.0838
N -2.2590 -2.2464 -1.3360 -0.8386
C -1.3162 -2.9986 -0.5381 -0.2193
C -1.6599 -3.0703 0.9996 -0.4211
C -1.2021 -1.8171 1.8155 -0.4213
C -2.2765 -0.7293 2.0256 -0.0552
O -2.5554 0.0310 0.8590 -0.7077
H -6.3356 -3.4049 1.3422 0.1822
H -5.3915 -4.1313 0.0415 0.2170
H -6.9286 -3.3300 -0.3334 0.1934
H -5.9583 -1.1567 0.6693 0.1768
H -4.3916 -1.9462 0.8268 0.2050
H -4.1245 -0.6880 -1.1351 0.2043
H -5.7778 -0.9789 -1.6839 0.1449
H -3.5072 -3.8321 -0.7589 0.0800
H -3.0277 -3.8200 -2.4915 0.1035
H -0.3014 -2.5582 -0.5957 0.1526
H -1.2359 -4.0485 -0.9301 0.1095
H -1.1130 -3.9494 1.4100 0.1674
H -2.7299 -3.2672 1.1793 0.1857
H -0.3324 -1.3935 1.2926 0.2000
H -0.9327 -2.1639 2.8282 0.1878
H -1.8752 -0.0140 2.7802 0.1288
H -3.1778 -1.1845 2.4709 0.1567
H -3.4430 0.3492 0.9763 0.4597
C 0.7033 1.3173 0.9865 -0.6484
C 0.4717 2.6706 1.6208 -0.0805
O 1.4723 2.9571 2.6212 -0.4749
C 2.6163 3.4501 2.1730 0.6910
O 2.8782 3.6700 1.0318 -0.5495
C 3.5485 3.7418 3.3438 0.8962
F 3.5598 2.7518 4.2342 -0.3066
F 3.1740 4.8504 3.9888 -0.3134
F 4.8012 3.9239 2.9421 -0.3069
H 0.7543 0.5415 1.7506 0.2176
H -0.1056 1.0774 0.2957 0.2646
H 1.6475 1.2923 0.4394 0.2122
H -0.4848 2.6755 2.1414 0.2002
H 0.4401 3.4652 0.8749 0.1947
C 5.2731 3.8410 -1.9063 -0.6417
C 6.1610 2.6948 -2.3430 -0.0780
O 5.4856 1.4380 -2.1924 -0.4779
C 4.6740 1.0997 -3.1913 0.6913
O 4.4800 1.7529 -4.1671 -0.5409
C 4.0609 -0.2708 -2.9245 0.8977
F 3.6485 -0.3908 -1.6658 -0.3020
F 4.9556 -1.2391 -3.1464 -0.3140
F 3.0233 -0.5007 -3.7080 -0.2912
H 4.9154 3.6816 -0.8880 0.2335
H 5.8184 4.7847 -1.9459 0.2135
H 4.3940 3.9225 -2.5459 0.2238
H 7.0429 2.6431 -1.7056 0.1907
H 6.5085 2.8222 -3.3687 0.1944
```

Entry from OMol25: a molecular structure, C16H28InN2O7 in a non-equilibrium geometry (ωB97M-V/def2-TZVPD).

Results
- Spin multiplicity: 2
- HOMO level (alpha / beta): -7.849 / -6.879 eV
- Frontier orbital gap (alpha / beta): 7.7640 / 5.0389 eV
- <S²>: 0.81
- ΔE to the lowest compared entry with this formula, charge and spin: 31.56 kJ/mol

The geometry in XYZ format:
```
54
Properties=species:S:1:pos:R:3:lowdin_spin:R:1
In -0.1025 1.1183 -0.0658 -0.0013
C -2.3319 -1.0413 4.1147 0.1874
C -1.3311 -0.5611 3.1374 -0.0034
C -0.2248 -1.6551 2.7772 0.0155
O 0.5282 -1.3571 1.8786 0.0378
C -0.2710 -2.9847 3.3678 0.2810
C -1.1922 -3.3148 4.2785 -0.0044
C -2.2863 -2.2655 4.7239 -0.0002
O -3.1364 -2.4499 5.6910 0.1458
O -1.0254 -4.5019 4.8561 0.3315
O -1.3218 0.4622 2.5182 -0.0084
H -3.0214 -0.3213 4.5304 0.0074
H 0.4618 -3.7039 3.0328 0.0104
C -1.1104 -3.3516 -2.5911 0.0000
C -1.2648 -2.0620 -1.8524 0.0000
C -2.5657 -1.9911 -0.9763 0.0000
O -2.5123 -0.7748 -0.1327 0.0000
C -3.7168 -0.6305 0.6304 0.0005
N -0.0181 -1.5817 -1.2049 0.0002
H -1.5876 -3.3813 -3.5706 0.0000
H -1.5862 -4.2154 -2.1268 0.0000
H -0.0933 -3.6889 -2.7909 0.0000
H -1.5447 -1.3749 -2.6509 0.0000
H -2.7341 -2.8428 -0.3171 0.0000
H -3.3477 -2.0153 -1.7352 0.0000
H -3.7759 -1.4012 1.3989 0.0008
H -4.6679 -0.7959 0.1242 0.0000
H -3.7474 0.2919 1.2104 0.0000
H 0.0915 -2.2205 -0.4302 0.0000
H 0.5962 -2.0214 -1.8752 0.0000
C -0.9536 4.5652 -2.0601 0.0000
O 0.0574 4.1237 -1.1052 -0.0001
C 1.1792 4.9363 -1.1719 0.0000
C 2.4781 4.1714 -0.6904 0.0000
N 2.3794 2.7307 -1.0129 -0.0001
C 3.6236 1.9624 -0.7155 0.0000
C 3.5592 0.4434 -1.1613 0.0000
O 2.4962 -0.1927 -0.4571 -0.0001
C 2.8559 -1.6098 -0.3328 -0.0001
H -1.9553 4.2239 -1.7989 0.0000
H -0.7303 4.3604 -3.1071 0.0000
H -1.1690 5.6302 -1.9743 0.0000
H 1.0398 5.7851 -0.5025 0.0000
H 1.2695 5.3169 -2.1893 0.0000
H 2.4351 4.3923 0.3761 0.0000
H 3.3166 4.7612 -1.0606 0.0000
H 2.2208 2.6508 -2.0072 0.0000
H 3.7032 1.8878 0.3690 0.0000
H 4.5006 2.3340 -1.2455 0.0000
H 4.4896 -0.1243 -1.1597 0.0000
H 3.2673 0.4623 -2.2113 0.0000
H 2.9659 -2.2444 -1.2121 0.0000
H 2.0858 -2.1969 0.1676 -0.0001
H 3.7251 -1.7363 0.3128 0.0000
```

Entry from OMol25: a single C16H28N2OSi molecule in a non-equilibrium geometry (ωB97M-V/def2-TZVPD).

Results
- HOMO level: -7.432 eV
- Frontier orbital gap: 8.2611 eV
- ΔE to the lowest compared entry with this formula, charge and spin: 224.02 kJ/mol
- SMILES: Cc1cccc(N2CCN(CCO[Si](C)(C)C)CC2)c1

The geometry in XYZ format:
```
48
Properties=species:S:1:pos:R:3:nbo_charge:R:1
O 2.6223 -0.8252 1.2280 -0.9023
C -4.0000 1.1960 -3.7759 -0.2042
C -2.6948 1.3636 -3.6002 -0.2377
C -4.8569 0.8672 -2.6657 -0.2427
C -3.0064 1.0380 -1.2493 -0.2733
C -2.1333 1.3367 -2.3089 0.1743
C -4.3036 0.7317 -1.4216 0.0700
N -0.7371 1.6060 -2.0842 -0.5121
N 0.6055 1.2811 0.2806 -0.4822
C -5.0151 0.1706 -0.1944 -0.6615
C 2.2337 0.3602 1.8722 -0.0716
C 1.9658 1.3958 0.8274 -0.2422
C 0.2444 0.3907 -2.0150 -0.2091
C -0.3875 2.8743 -1.3597 -0.2151
C 0.3260 0.0360 -0.5078 -0.2443
C -0.2140 2.5279 0.0871 -0.2242
C 4.2314 -1.9820 3.4484 -1.1482
C 1.5488 -2.9604 2.7145 -1.1594
C 3.8038 -3.5136 0.8515 -1.1365
Si 3.0767 -2.2080 1.9830 1.9075
H -4.5635 1.2389 -4.6709 0.2114
H -1.9922 1.6277 -4.3662 0.2196
H -5.9044 0.8088 -2.8735 0.2060
H -2.6652 0.9873 -0.2300 0.2029
H -4.4747 -0.5923 0.3940 0.2242
H -5.3968 1.0411 0.3345 0.2212
H -5.9070 -0.4251 -0.4352 0.2150
H 2.9710 0.5343 2.6787 0.1759
H 1.3141 0.1206 2.4453 0.1809
H 2.5841 1.1933 -0.0472 0.1912
H 2.2448 2.4349 1.1053 0.2131
H 1.1933 0.6489 -2.5219 0.1919
H -0.1647 -0.4070 -2.6484 0.2058
H -1.1920 3.5740 -1.5717 0.2124
H 0.5562 3.2587 -1.8223 0.1924
H -0.6222 -0.4480 -0.3099 0.1938
H 1.2014 -0.6016 -0.3998 0.2303
H 0.2237 3.3742 0.5948 0.1951
H -1.0685 2.3253 0.6656 0.1926
H 3.5952 -1.7564 4.3553 0.2330
H 4.7143 -1.0688 3.1894 0.2278
H 4.8097 -2.8840 3.7099 0.2494
H 1.4914 -4.0274 2.8470 0.2382
H 0.8585 -2.6937 1.9788 0.2273
H 1.1307 -2.6086 3.6205 0.2342
H 4.7753 -3.9517 1.1567 0.2472
H 3.1737 -4.3721 0.8547 0.2410
H 3.8042 -3.0179 -0.1431 0.2411
```